No. 1
This record from the OMol25 dataset describes a cluster of 2 separate species, H2N2OS in total. The level of theory is ωB97M-V/def2-TZVPD.

```
6
Properties=species:S:1:pos:R:3:forces:R:3
N -1.898795 -1.178768 -0.025490 -5.841 0.043 0.557
N -2.879870 -0.565349 0.006986 6.682 -4.855 -0.246
S -4.004524 0.418614 -0.010152 -3.322 2.799 0.063
O -0.234274 0.082483 -0.153627 1.161 3.076 0.698
H -1.008224 0.672489 -0.364661 1.699 -1.256 -0.378
H -0.112525 -0.686378 -0.698724 -0.379 0.192 -0.693
```
Forces are in eV/Å.

- SMILES: N#[N+][S-].O
- Energy above the lowest of the compared OMol25 structures with the same formula, charge and spin: 121.1 kJ/mol
- Highest occupied orbital energy: -9.56 eV
- Net charge: 0

So, what does the Mulliken scheme give us? The charges, in e, come out as: number 1, N, carries -0.206; number 2, N, carries 0.221; number 3, S, carries -0.106; number 4, O, carries -0.651; number 5, H, carries 0.346; number 6, H, carries 0.397

No. 2
This record from the OMol25 dataset describes the molecule C6H8N2. The level of theory is ωB97M-V/def2-TZVPD.

```
16
Properties=species:S:1:pos:R:3:forces:R:3
C -0.436501 -0.628119 -0.227862 -0.137 0.535 -0.083
C -0.381256 -1.774084 -1.176596 -0.216 0.291 -0.230
C 0.014251 -0.799777 1.180648 0.239 0.031 -0.269
N -0.946226 0.525345 -0.585474 1.350 -1.764 -0.611
C -1.335138 1.547989 0.275190 -2.151 0.721 0.805
C 0.762832 2.364308 0.527907 0.889 -0.638 -0.560
C 1.924464 2.210727 0.237301 -0.320 0.415 0.307
N -0.535795 2.376851 0.801690 0.024 0.557 0.412
H -1.341009 0.594319 -1.520524 0.065 -0.003 0.102
H 0.648112 -2.111655 -1.272370 0.115 -0.040 -0.037
H -0.756797 -1.497673 -2.164094 0.076 -0.037 0.033
H -0.965352 -2.617428 -0.815042 -0.091 -0.109 0.133
H 0.261947 -1.838081 1.389353 -0.027 -0.007 -0.030
H -0.769249 -0.463406 1.856276 -0.233 0.112 0.147
H 0.890066 -0.175849 1.380977 -0.049 -0.025 -0.002
H 2.965648 2.286537 0.112621 0.465 -0.039 -0.118
```
Forces are in eV/Å.

- Energy above the lowest of the compared OMol25 structures with the same formula, charge and spin: 468.1 kJ/mol
- Highest occupied orbital energy (alpha / beta): -7.34 / -7.34 eV
- Net charge: 0

Here are the Mulliken charges for atoms 1 to 6, given in e: number 1, C, carries 0.970; number 2, C, carries -1.253; number 3, C, carries -1.329; number 4, N, carries 0.021; number 5, C, carries -0.407; number 6, C, carries 0.239

No. 3
This record from the OMol25 dataset describes a structure of composition C20H11Cl5N5W. The level of theory is ωB97M-V/def2-TZVPD.

```
42
Properties=species:S:1:pos:R:3:forces:R:3
W 0.082970 -0.409448 0.675436 0.000 0.290 -0.089
N 4.262840 -0.399941 -0.250298 0.007 0.026 0.001
C 3.022300 -0.762651 -0.128156 0.014 0.007 -0.021
N 2.036640 0.093898 0.200326 0.160 -0.103 -0.041
C 2.353846 1.474090 0.365850 -0.158 0.023 0.032
N 1.393325 2.319687 0.569294 0.129 -0.041 -0.031
N 0.186739 1.678587 0.530845 -0.110 -0.257 0.286
C -0.923555 2.322306 0.612500 -0.362 -0.067 0.272
C -2.130478 1.514563 0.431624 0.160 0.047 0.114
C -3.401783 2.027142 0.473364 -0.052 -0.018 -0.123
C -4.476558 1.169127 0.211047 -0.010 -0.058 -0.011
C -4.233294 -0.162300 -0.080282 0.006 0.048 0.006
C -2.925856 -0.627227 -0.073249 -0.054 0.049 -0.007
N -1.891114 0.187542 0.188912 -0.020 -0.120 0.054
C 3.732632 1.881510 0.277163 0.005 0.041 0.006
C 4.129625 3.207408 0.476374 0.033 0.000 0.001
C 5.464200 3.541071 0.360122 -0.008 -0.007 -0.001
C 6.413478 2.568455 0.040214 -0.014 -0.001 0.002
C 6.039125 1.250439 -0.165714 0.035 -0.016 -0.009
C 4.701472 0.923759 -0.042921 -0.016 0.030 0.002
H 4.952491 -1.100488 -0.505759 -0.010 -0.010 0.000
H 2.779069 -1.804889 -0.295551 0.000 0.000 0.003
H -0.990253 3.378349 0.854877 0.236 0.087 -0.310
H -3.561314 3.077292 0.680433 0.000 -0.001 -0.008
H -5.490290 1.548912 0.226867 0.002 0.006 0.001
H -5.040525 -0.846026 -0.303682 0.004 -0.006 0.001
H -2.698263 -1.666941 -0.272744 0.002 0.000 0.003
H 3.388747 3.956118 0.718469 -0.006 -0.005 -0.001
H 5.777317 4.564345 0.514350 0.003 -0.001 -0.001
H 7.455428 2.844137 -0.051441 0.001 -0.002 -0.001
H 6.776154 0.498083 -0.418575 0.001 0.004 0.001
Cl 0.218165 1.286773 3.963254 -0.002 -0.015 0.001
C 0.042386 -0.407831 3.854224 0.015 0.036 -0.012
C 0.038844 -1.010309 2.583184 0.007 0.002 -0.087
C -0.084925 -2.402475 2.527249 0.007 -0.096 -0.052
Cl -0.057495 -2.998039 0.851129 -0.009 0.068 -0.026
C -0.220123 -3.238647 3.598469 -0.004 0.056 0.066
Cl -0.373189 -4.917486 3.422013 -0.001 -0.016 -0.016
C -0.220233 -2.601181 4.868770 0.015 -0.008 -0.001
Cl -0.373615 -3.547529 6.244186 -0.006 -0.007 -0.001
C -0.087541 -1.195604 4.992839 0.003 0.054 -0.003
Cl -0.085288 -0.478678 6.530783 -0.003 -0.018 -0.003
```
Forces are in eV/Å.

- 2S+1: 3
- Energy above the lowest of the compared OMol25 structures with the same formula, charge and spin: 8.6 kJ/mol
- Highest occupied orbital energy (alpha / beta): -17.60 / -17.66 eV
- Net charge: +3

Here are the Mulliken charges for atoms 1 to 6, given in e: number 1, W, carries 0.804; number 2, N, carries 0.101; number 3, C, carries -0.007; number 4, N, carries -0.281; number 5, C, carries 0.664; number 6, N, carries -1.131

No. 4
This record from the OMol25 dataset describes the molecule C3H5NO2. The level of theory is ωB97M-V/def2-TZVPD.

```
11
Properties=species:S:1:pos:R:3:forces:R:3
C 0.825009 -0.707540 -0.875451 0.120 -0.029 -0.876
C -0.556100 -0.114514 -0.797098 -0.075 0.396 0.956
O -1.333348 -0.120942 -1.704811 -0.189 -0.279 -0.362
N -0.962005 0.411100 0.464388 0.260 -0.593 -0.027
C -0.092985 0.883763 1.410141 0.290 0.224 0.360
O -0.378444 1.074369 2.566326 -0.089 -0.045 -0.179
H 1.423186 -0.736491 0.022663 -0.048 0.226 0.215
H 1.365291 -0.229632 -1.696791 0.046 0.060 0.189
H 0.680016 -1.731220 -1.204993 -0.074 -0.236 -0.029
H -1.874507 0.135291 0.809185 -0.118 0.351 -0.274
H 0.903886 1.135813 1.006442 -0.124 -0.074 0.025
```
Forces are in eV/Å.

- SMILES: CC(=O)NC=O
- Energy above the lowest of the compared OMol25 structures with the same formula, charge and spin: 34.2 kJ/mol
- Highest occupied orbital energy: -10.44 eV
- Net charge: 0

Here are the Mulliken charges for atoms 1 to 6, given in e: number 1, C, carries -0.916; number 2, C, carries 0.462; number 3, O, carries -0.523; number 4, N, carries -0.091; number 5, C, carries 0.051; number 6, O, carries -0.519